31
Properties=species:S:1:pos:R:3:nbo_charge:R:1 method="wB97M-V/def2-TZVPD" multiplicity=1 lumo_ev=0.904 relative_energy_ev=1.114 total_charge=0 smiles=CCc1c[nH]cn1.Cc1ccc(O)cc1
C -1.1750 -1.8188 -0.3262 -0.60
C -2.2225 -1.4097 -1.3475 -0.43
C -2.9635 -0.1447 -1.0152 0.10
C -4.2565 0.1575 -1.3392 -0.13
N -4.5553 1.3134 -0.6684 -0.52
C -3.4628 1.6407 0.0527 0.16
N -2.4873 0.7914 -0.1282 -0.46
H -0.7531 -2.7830 -0.5630 0.20
H -1.6611 -1.9556 0.6410 0.21
H -0.3241 -1.1437 -0.2871 0.22
H -1.8513 -1.4963 -2.3705 0.21
H -3.0092 -2.1601 -1.3031 0.21
H -4.8329 -0.2637 -2.1448 0.21
H -5.4095 1.8369 -0.7386 0.42
H -3.3257 2.5425 0.6224 0.20
C 2.3344 2.7101 1.1234 -0.63
C 2.5971 1.2724 0.8011 -0.05
C 2.6781 0.3548 1.8389 -0.18
C 2.8197 -0.9956 1.5646 -0.30
C 2.8523 -1.4594 0.2603 0.30
O 2.9658 -2.7803 -0.0676 -0.67
C 2.7228 -0.5616 -0.7954 -0.27
C 2.6352 0.7823 -0.5090 -0.17
H 2.8516 2.9944 2.0376 0.21
H 1.2766 2.8726 1.3187 0.22
H 2.6629 3.4569 0.4015 0.21
H 2.6450 0.6509 2.8808 0.21
H 2.7682 -1.7249 2.3483 0.20
H 3.0327 -3.2898 0.7461 0.48
H 2.7532 -0.9638 -1.7929 0.22
H 2.6942 1.5741 -1.2407 0.21